Record 1
A cluster of 2 separate species, C15H19ClN3O4 in total in a non-equilibrium geometry, computed with wB97M-V/def2-TZVPD.

XYZ file:
```
42
Properties=species:S:1:pos:R:3:forces:R:3:lowdin_charge:R:1
C -1.56816 0.61915 -0.29833 6.5 2.4 -2.3 0.082
C -0.50676 1.29448 -0.72367 -4.9 -3.8 1.0 -0.060
C 0.81710 1.88176 -1.47759 -2.4 0.4 1.8 -0.147
N 1.91987 0.91455 -1.17619 -0.5 -1.7 -4.2 -0.052
C 3.28641 1.51435 -1.30850 2.9 -0.8 0.3 -0.130
C 4.29448 0.50734 -0.49413 -0.8 0.0 0.1 -0.078
C 3.71413 -1.02704 -0.54146 1.3 -0.4 2.1 -0.264
C 2.85584 -1.38879 0.80254 -5.7 2.2 3.5 -0.050
C 1.89190 -1.25271 1.70891 4.9 -0.5 -4.8 0.119
N 2.95926 -1.29211 -1.80593 -4.2 2.7 1.3 -0.041
C 2.45197 -2.70026 -1.90582 1.0 -1.0 -1.2 -0.101
C 2.82320 -3.28261 -3.39274 -0.2 -6.0 -0.3 -0.573
O 2.85889 -4.54341 -3.61536 -0.2 7.5 1.2 0.009
Cl 3.21148 -2.06629 -4.74887 -0.4 -1.2 1.5 0.591
C 1.85498 -0.30052 -2.00134 2.7 -0.2 2.0 -0.159
N 0.85254 -0.57289 -2.90153 -0.8 -0.2 0.6 0.146
H -2.21403 -0.25829 0.10511 1.3 2.4 -0.7 0.077
H 0.62029 2.06922 -2.59414 0.2 -0.5 1.7 0.140
H 1.05760 2.88933 -0.96597 -0.2 -1.8 -0.9 0.138
H 3.69257 1.52803 -2.39436 -1.1 0.0 1.5 0.142
H 3.37927 2.59675 -0.91812 -0.6 -2.0 -0.4 0.148
H 4.27169 0.83267 0.60824 0.4 -0.6 -1.8 0.129
H 5.35606 0.52200 -0.96270 -1.9 0.1 1.0 0.135
H 4.62048 -1.76166 -0.50970 -1.7 1.4 -0.3 0.162
H 1.06596 -1.12081 2.51404 2.0 -0.6 -1.7 0.080
H 3.04124 -3.36953 -1.15625 -1.1 1.3 -1.4 0.162
H 1.32863 -2.80874 -1.69358 1.8 0.2 -0.5 0.150
H -0.10147 -0.84596 -2.56834 1.2 0.9 -0.2 0.146
H 0.98465 -0.58272 -3.92815 0.4 -0.4 1.2 0.117
C -4.97052 2.42816 2.25926 0.3 0.2 0.0 -0.018
C -4.73676 0.94465 2.44935 -0.6 1.2 -0.4 -0.355
C -5.43561 0.36527 3.64244 -0.7 -0.1 0.1 -0.103
O -4.61691 -0.75651 3.95317 0.8 0.0 -0.2 0.073
C -3.36288 -0.45309 3.51469 0.9 -0.7 0.5 -0.534
O -2.37782 -1.09385 3.77100 -1.0 0.7 -0.4 0.140
O -3.37022 0.67595 2.74693 0.2 -0.8 0.4 0.058
H -4.29364 2.82743 1.49943 -0.2 -0.1 0.0 0.085
H -6.00096 2.62650 1.95325 0.1 -0.1 0.0 0.095
H -4.76811 2.98204 3.18098 -0.1 -0.2 0.0 0.093
H -4.99085 0.40464 1.52960 -0.1 -0.1 0.1 0.158
H -6.45703 0.05119 3.42022 0.2 -0.1 0.1 0.146
H -5.44687 1.03345 4.51009 0.0 0.1 -0.2 0.146
```
Forces are in eV/Å.

The highest occupied orbital energy comes out at -13.084 eV. The value obtained for the total energy is -41030.163 eV. As for the total charge: +1. The calculation puts the molecular weight at 340.79 g/mol. The calculation puts the LUMO energy at -5.012 eV. For the frontier orbital gap, the calculation gives 8.1 eV.

Record 2
A cluster of 12 separate species, C20H63NO15PS in total, computed with wB97M-V/def2-TZVPD.

XYZ file:
```
101
Properties=species:S:1:pos:R:3:forces:R:3:lowdin_charge:R:1
C -1.71328 -0.91031 0.61597 0.2 -0.4 0.5 -0.008
C -1.11522 -1.30464 -0.69451 -0.2 -0.4 -0.2 -0.484
O -0.04901 -0.86447 -1.08292 -0.3 0.4 0.0 0.062
N -2.00583 -2.03383 -1.54527 0.7 0.2 -0.3 0.078
C -1.88281 -1.67129 -2.93278 0.0 0.0 0.1 -0.441
C -0.54466 -1.70009 -3.63263 0.1 0.0 -0.1 -0.019
O -2.87953 -1.33466 -3.52957 0.0 -0.1 -0.1 0.085
C -2.18349 -3.53470 -1.31925 -0.4 -0.1 0.5 -0.364
C -1.09844 -4.37293 -1.98561 0.0 -0.1 0.0 -0.260
O 0.03503 -4.21114 -1.20092 0.1 0.1 -0.2 -0.325
P -0.41750 -4.39996 0.51839 0.2 -0.2 0.4 0.572
C 1.37129 -4.86449 0.93321 0.0 0.1 -0.2 -0.335
C 2.33265 -3.67648 0.76000 0.2 -0.1 0.1 -0.348
C 3.08723 -3.69969 -0.56407 -0.3 0.1 -0.1 -0.588
S 4.21424 -2.27811 -0.76916 0.2 -0.1 0.0 0.668
O -2.08197 -3.83680 0.01044 -0.3 0.1 -0.1 -0.311
H -0.95351 -0.39405 1.20606 -0.1 0.1 -0.1 0.090
H -2.59288 -0.28253 0.46441 0.1 0.0 0.0 0.074
H -2.04588 -1.79526 1.16135 -0.1 0.0 -0.2 0.076
H -0.67977 -2.21782 -4.58766 0.0 0.1 0.1 0.090
H 0.23427 -2.16754 -3.03695 -0.1 0.0 0.0 0.059
H -0.24814 -0.66800 -3.84496 0.0 -0.1 0.0 0.094
H -3.18270 -3.78269 -1.70205 0.1 0.1 -0.1 0.146
H -1.47445 -5.41306 -1.95072 0.1 0.1 0.0 0.111
H -0.89614 -4.13814 -3.03479 0.0 0.1 0.1 0.105
H -0.79767 -5.75679 0.18756 0.0 0.0 0.0 0.017
H -0.94492 -4.56097 1.85773 0.0 0.0 -0.1 -0.016
H -0.12557 -3.01849 0.78859 0.0 0.0 -0.2 0.006
H 1.64728 -5.67628 0.25056 0.0 0.0 0.1 0.064
H 1.42996 -5.26701 1.95034 -0.1 0.1 0.0 0.061
H 3.06083 -3.62480 1.57955 -0.1 0.0 -0.1 0.089
H 1.76784 -2.73735 0.78740 0.1 0.0 0.1 0.072
H 3.68727 -4.60545 -0.68249 0.0 0.1 0.1 0.063
H 2.36715 -3.66346 -1.38360 0.1 -0.1 0.1 0.045
H 3.40471 -1.50945 -1.50213 -0.1 0.1 0.0 -0.177
C 4.62319 0.99388 -3.86521 -0.1 -0.1 0.1 -0.132
O 3.74373 -0.11431 -3.69922 0.0 -0.1 -0.3 -0.146
H 5.49629 0.78778 -3.25080 0.0 0.0 0.0 0.083
H 4.93925 1.11106 -4.90548 0.0 0.0 0.0 0.078
H 4.15219 1.91957 -3.52766 0.0 0.0 0.0 0.067
H 2.94055 0.06158 -4.20080 -0.1 0.1 0.1 0.084
C -2.93068 1.92778 -2.01015 0.0 0.0 -0.1 -0.134
O -1.58235 1.75209 -1.60001 -0.2 0.2 0.1 -0.115
H -3.03515 2.95629 -2.35238 0.0 0.0 0.0 0.076
H -3.18208 1.25042 -2.83051 0.0 0.0 0.0 0.063
H -3.63250 1.75138 -1.18804 0.0 0.0 0.0 0.084
H -1.47542 0.82833 -1.34876 0.4 0.0 0.1 0.036
C -1.47582 2.40479 2.39855 0.1 -0.1 0.0 -0.143
O -2.49597 2.12204 1.44332 -0.2 0.4 0.1 -0.141
H -1.75210 1.89470 3.31768 0.1 0.0 0.0 0.067
H -0.49460 2.04210 2.08379 -0.1 -0.1 -0.1 0.085
H -1.41575 3.47621 2.60392 0.1 0.0 0.0 0.074
H -2.24464 2.52222 0.60230 0.1 -0.2 -0.1 0.060
C 2.38564 3.31548 -1.36305 -0.2 -0.1 -0.2 -0.171
O 1.25486 3.28661 -2.22914 0.1 0.1 0.2 -0.131
H 3.20553 3.75792 -1.92679 0.0 0.0 0.0 0.070
H 2.21833 3.92064 -0.47164 0.0 0.0 0.0 0.061
H 2.67097 2.30294 -1.06358 0.1 0.0 0.1 0.080
H 0.52936 2.87275 -1.74777 -0.1 -0.1 -0.2 0.043
C 4.58959 2.94023 2.04538 -0.1 0.1 -0.1 -0.145
O 4.18176 3.99172 1.16979 0.0 0.0 0.1 -0.135
H 4.31812 2.00874 1.55395 0.0 0.0 0.0 0.081
H 5.66527 2.95099 2.22390 0.0 0.0 0.0 0.063
H 4.07124 2.99185 3.00610 0.0 0.0 0.0 0.075
H 4.40898 4.83180 1.57616 0.0 0.0 0.0 0.068
C 2.71686 -3.56415 -4.83276 0.1 0.0 0.0 -0.145
O 3.60603 -2.70060 -5.52980 -0.1 0.1 0.1 -0.130
H 2.53082 -4.42051 -5.47887 0.0 0.0 0.0 0.076
H 3.14692 -3.91943 -3.89263 0.0 0.0 0.0 0.075
H 1.76014 -3.08073 -4.61528 0.0 0.0 0.0 0.057
H 3.78067 -1.94802 -4.95112 0.2 0.0 0.1 0.036
C -4.98643 4.53203 3.76063 0.1 0.0 0.0 -0.166
O -3.72284 3.91915 3.57951 -0.2 0.1 -0.1 -0.136
H -4.99357 4.96044 4.76163 0.0 0.0 0.0 0.073
H -5.16139 5.33787 3.04127 0.0 0.0 0.0 0.075
H -5.80795 3.81261 3.68825 0.0 0.0 0.0 0.074
H -3.69752 3.53009 2.69434 0.1 -0.2 0.0 0.048
C -5.08910 -1.69409 3.02907 0.0 0.0 0.0 -0.156
O -4.19712 -0.68050 2.60086 0.0 0.0 0.0 -0.125
H -5.00944 -2.50211 2.30501 0.0 0.0 0.0 0.083
H -4.82277 -2.08899 4.01469 0.0 0.0 0.0 0.072
H -6.12738 -1.34687 3.05506 0.0 0.0 0.0 0.071
H -4.22463 0.05489 3.21919 0.0 0.0 0.0 0.067
C -1.74301 -0.00116 5.93323 0.0 0.0 -0.1 -0.164
O -0.69173 0.90878 5.64421 0.0 0.0 0.1 -0.125
H -1.67334 -0.80206 5.20059 0.0 0.0 0.0 0.083
H -1.64845 -0.43308 6.93375 0.0 0.0 0.0 0.072
H -2.72639 0.47058 5.84116 0.0 0.0 0.0 0.071
H -0.73241 1.63758 6.26894 0.0 0.0 0.0 0.072
C 6.53365 4.13024 5.36850 0.0 0.0 0.0 -0.165
O 6.72876 2.95221 4.60352 0.1 0.0 0.1 -0.128
H 6.32539 4.93186 4.66257 0.0 0.0 0.0 0.075
H 5.68332 4.04089 6.05029 0.0 0.0 0.0 0.076
H 7.42392 4.40058 5.94359 0.0 0.0 0.0 0.073
H 6.90874 2.22309 5.20318 0.0 0.0 0.0 0.078
C -4.86956 2.75365 -5.08485 0.1 -0.2 -0.1 -0.174
O -4.51390 1.52306 -5.69329 0.0 0.0 0.0 -0.119
H -5.20650 3.40766 -5.88709 0.0 0.0 0.0 0.074
H -5.68397 2.63280 -4.36402 0.0 0.0 0.0 0.077
H -4.01758 3.22555 -4.58843 0.0 0.0 0.0 0.062
H -4.20245 0.90991 -5.01825 0.0 0.0 0.0 0.058
```
Forces are in eV/Å.

The highest occupied orbital energy comes out at -4.858 eV. The value obtained for the total energy is -74084.051 eV. As for the total charge: -1. The calculation puts the molecular weight at 620.76 g/mol. The calculation puts the LUMO energy at 1.957 eV. For the frontier orbital gap, the calculation gives 6.8 eV.

Record 3
A structure of composition C10H14MnNO9PS, computed with wB97M-V/def2-TZVPD.

XYZ file:
```
37
Properties=species:S:1:pos:R:3:forces:R:3:mulliken_spin:R:1
Mn 0.72892 -0.00280 0.58681 0.1 0.0 0.0 1.054
O -0.53748 3.69191 -0.36142 0.0 0.0 0.0 0.006
C -0.27060 2.58119 0.04689 0.0 0.0 -0.1 0.007
O 0.69005 1.80350 -0.34158 0.1 0.0 0.1 -0.011
C -1.13566 1.97494 1.14993 -0.1 0.0 0.0 -0.013
C -2.18231 2.61516 1.79208 0.0 0.0 0.0 0.000
C -2.85131 1.93995 2.80386 0.0 0.0 0.0 -0.006
C -2.46768 0.64884 3.15362 0.0 0.0 0.0 0.003
C -1.41742 0.07338 2.45924 0.0 0.0 0.0 -0.004
N -0.79198 0.73818 1.49041 -0.1 0.0 -0.1 -0.027
C -0.78199 -1.26867 2.63567 0.0 0.0 -0.1 -0.012
O -1.28474 -2.13259 3.51237 0.0 0.0 0.0 -0.002
O 0.19210 -1.56733 1.97586 0.0 0.1 0.1 0.006
H 2.48884 2.11878 -0.20239 0.0 0.0 0.0 0.001
H -2.44124 3.62117 1.49402 0.0 0.0 0.0 0.000
H -3.66671 2.41776 3.32943 0.0 0.0 0.0 -0.001
H -2.98061 0.13042 3.95383 0.0 0.0 0.0 0.000
H -2.05953 -1.76871 3.95719 0.0 0.0 0.0 0.001
O 3.39540 1.82892 0.05940 0.0 0.1 -0.1 0.000
S 3.25569 0.45610 0.81146 0.1 0.1 0.1 -0.004
O 4.55290 0.12400 1.27583 0.0 -0.1 0.0 -0.001
O 2.20092 0.66282 1.84137 0.0 -0.1 0.0 0.000
O 2.63380 -0.47923 -0.16563 -0.1 -0.1 -0.1 -0.003
C -1.18566 -1.78600 -3.24408 0.0 0.0 0.0 -0.001
P 0.16705 -1.30253 -2.16755 0.0 0.0 0.0 0.002
C 1.31036 -2.68165 -2.09866 0.0 0.0 0.0 -0.001
C 1.02096 0.05069 -2.97254 0.0 0.0 0.0 0.003
O -0.39239 -0.94656 -0.80307 0.0 0.0 0.0 0.002
H -0.81498 -2.07052 -4.22883 0.0 0.0 0.0 0.000
H -1.87630 -0.94957 -3.34641 0.0 0.0 0.0 0.000
H -1.71267 -2.62815 -2.79636 0.0 0.0 0.0 0.000
H 1.66381 -2.94290 -3.09644 0.0 0.0 0.0 0.000
H 0.80841 -3.54001 -1.65228 0.0 0.0 0.0 0.000
H 2.15652 -2.39099 -1.47526 0.0 0.0 0.0 0.001
H 1.28533 -0.23007 -3.99290 0.0 0.0 0.0 0.000
H 1.92190 0.28029 -2.40512 0.0 0.0 0.0 0.001
H 0.37832 0.93029 -2.97876 0.0 0.0 0.0 -0.001
```
Forces are in eV/Å.

The highest occupied orbital energy (spin up / spin down) comes out at -8.521 / -7.771 eV. As for the multiplicity: 2. The value obtained for the total energy is -81962.971 eV. The calculation puts the molecular weight at 410.20 g/mol. The calculation puts the LUMO energy (spin up / spin down) at -0.796 / -0.799 eV. For the frontier orbital gap (spin up / spin down), the calculation gives 7.7 / 7.0 eV. For the relative energy (zero: lowest compared OMol25 entry of this formula, charge and spin), the calculation gives 0.00 kJ/mol.